1.
Molecular formula: C21H41N4O3S
Method: DFT, ωB97M-V/def2-TZVPD

Calculated values
molecular weight: 429.65 Da
charge: +1
HOMO (spin up / spin down): -10.589 / -11.195 eV
total energy: -1667.12848 Ha
multiplicity: 3

XYZ file:
```
70
Properties=species:S:1:pos:R:3:mulliken_charge:R:1
N 0.295 1.314 0.856 -0.4034
C 0.224 1.727 -0.408 -0.1611
C 1.064 0.987 -1.610 -0.1006
S 2.174 2.340 -2.329 0.1666
N 2.775 3.358 -1.025 -0.2932
C 4.035 2.955 -0.771 0.7416
O 4.950 2.210 -0.323 -0.3089
H 0.937 0.497 0.922 0.2054
H -0.405 2.634 -0.736 0.3223
H 0.309 0.678 -2.433 0.0454
H 1.656 0.077 -1.236 0.4826
H 1.350 3.180 -3.080 0.3150
C -2.118 -1.395 -7.408 -1.7791
C -1.131 -1.370 -6.211 1.8487
C -0.315 -2.683 -6.186 -1.2088
C -1.122 -3.888 -5.713 -0.5132
C -1.793 -3.604 -4.373 -1.1906
C -2.622 -2.300 -4.363 1.6664
N -1.880 -1.134 -4.936 0.1527
O -0.973 -0.715 -3.993 -0.4366
C -3.944 -2.510 -5.140 -1.6572
C -3.099 -2.045 -2.903 -1.7945
C -0.164 -0.202 -6.559 -1.8264
H -1.620 -1.124 -8.344 0.4806
H -2.552 -2.378 -7.590 0.3158
H -2.932 -0.676 -7.267 0.3560
H 0.555 -2.570 -5.526 0.3430
H 0.088 -2.895 -7.184 0.3386
H -1.870 -4.168 -6.460 0.3150
H -0.458 -4.752 -5.610 0.3814
H -2.428 -4.456 -4.106 0.3679
H -1.012 -3.556 -3.602 0.3289
H -4.493 -1.569 -5.245 0.3764
H -4.602 -3.208 -4.612 0.4480
H -3.807 -2.939 -6.130 0.2922
H -2.270 -2.000 -2.191 0.3246
H -3.753 -2.852 -2.560 0.4266
H -3.666 -1.110 -2.831 0.4393
H -0.700 0.753 -6.596 0.4478
H 0.300 -0.359 -7.537 0.4508
H 0.659 -0.107 -5.845 0.2794
C 3.314 1.425 6.049 -1.8833
C 2.179 0.760 5.227 1.9218
C 1.686 1.740 4.138 -1.1163
C 0.844 2.886 4.691 -0.6199
C -0.301 2.358 5.548 -1.2557
C 0.156 1.377 6.652 1.5728
N 1.080 0.317 6.142 0.3196
O 0.320 -0.603 5.461 -0.5273
C 0.842 2.158 7.799 -1.6834
C -1.115 0.787 7.328 -1.7428
C 2.886 -0.434 4.525 -1.8411
H 4.276 1.360 5.529 0.4746
H 3.156 2.490 6.221 0.3069
H 3.448 0.931 7.016 0.3756
H 1.087 1.200 3.394 0.2977
H 2.541 2.158 3.593 0.4298
H 1.465 3.576 5.270 0.3045
H 0.436 3.471 3.860 0.3836
H -0.832 3.207 5.995 0.3837
H -1.024 1.863 4.886 0.3951
H 1.277 1.475 8.536 0.3699
H 0.120 2.787 8.331 0.4512
H 1.621 2.840 7.462 0.2829
H -1.786 0.302 6.612 0.3516
H -1.702 1.574 7.811 0.4169
H -0.849 0.056 8.098 0.4418
H 3.262 -1.155 5.259 0.4510
H 3.741 -0.087 3.935 0.4118
H 2.231 -0.964 3.827 0.3417
```

2.
Molecular formula: C21H41N5O5
Method: DFT, ωB97M-V/def2-TZVPD

Calculated values
molecular weight: 443.59 Da
charge: 0
structure (SMILES): CN(C)C=O.CN(C)C=O.CC(C)=O.CC(C)=O.CC(C)=O.CC#N.CC#N.CC#N
HOMO: -9.341 eV
total energy: -1474.63489 Ha

XYZ file:
```
72
Properties=species:S:1:pos:R:3:mulliken_charge:R:1
C 1.519 -5.998 4.997 -1.0063
N 2.019 -5.522 6.314 0.1187
C 2.002 -6.462 7.410 -0.9049
C 2.421 -4.255 6.487 0.1346
O 2.873 -3.843 7.554 -0.6011
H 1.892 -5.365 4.192 0.3594
H 0.438 -6.012 4.861 0.2785
H 1.980 -6.974 4.846 0.3661
H 2.985 -6.715 7.808 0.3155
H 1.555 -6.135 8.348 0.3110
H 1.725 -7.465 7.087 0.3477
H 2.266 -3.673 5.565 0.2806
C 1.047 6.153 -4.460 -0.9423
N 0.805 7.537 -4.869 0.0380
C 1.603 8.525 -4.135 -0.8878
C -0.312 7.871 -5.553 0.1718
O -0.546 9.014 -5.825 -0.5687
H 0.439 5.416 -4.985 0.3306
H 0.881 6.095 -3.385 0.3485
H 2.038 5.788 -4.729 0.2827
H 2.574 8.138 -3.825 0.3257
H 1.727 9.391 -4.785 0.3020
H 1.166 8.803 -3.177 0.3056
H -0.936 7.001 -5.812 0.2907
C -1.664 -9.659 -1.779 -0.9835
C -1.165 -8.737 -0.665 0.7372
C -1.859 -7.415 -0.469 -0.9819
O -0.342 -9.158 0.061 -0.5208
H -1.286 -9.266 -2.722 0.2999
H -2.748 -9.741 -1.698 0.3144
H -1.207 -10.632 -1.594 0.2819
H -1.720 -6.894 -1.417 0.3113
H -1.410 -6.987 0.427 0.2413
H -2.923 -7.619 -0.350 0.2996
C 4.941 7.100 3.070 -0.9593
C 4.563 5.628 3.296 0.7032
C 4.271 4.756 2.071 -0.9873
O 4.591 5.122 4.415 -0.5496
H 5.655 7.428 3.825 0.3159
H 4.047 7.713 3.186 0.2596
H 5.361 7.269 2.079 0.3104
H 5.244 4.424 1.711 0.2681
H 3.839 5.269 1.211 0.3368
H 3.678 3.894 2.376 0.3018
C -6.602 -0.757 1.513 -0.9379
C -6.767 -0.681 0.013 0.6494
C -5.890 0.281 -0.839 -0.8501
O -7.513 -1.493 -0.534 -0.5587
H -6.180 0.169 1.906 0.2936
H -6.139 -1.686 1.844 0.2676
H -7.586 -0.876 1.966 0.3085
H -6.631 0.596 -1.574 0.2922
H -5.101 -0.293 -1.325 0.2586
H -5.500 1.049 -0.171 0.2760
C 0.627 -1.145 -0.251 -0.6915
C 0.038 0.194 -0.653 0.2829
N -0.418 1.198 -0.987 -0.3329
H 1.561 -1.003 0.293 0.2546
H 0.896 -1.713 -1.141 0.2251
H -0.073 -1.810 0.256 0.2632
C -3.400 6.723 -0.506 -0.7481
C -2.104 7.179 0.012 0.3294
N -1.079 7.573 0.394 -0.3642
H -3.378 6.217 -1.471 0.2683
H -4.122 7.525 -0.659 0.2677
H -3.838 6.027 0.209 0.2501
C 2.792 -4.117 -5.852 -0.7313
C 2.011 -5.308 -5.958 0.3252
N 1.300 -6.236 -6.033 -0.3539
H 3.666 -4.366 -5.251 0.2492
H 2.215 -3.325 -5.375 0.2395
H 3.190 -3.729 -6.790 0.2718
```

Please write out number 1 again, unchanged.
Molecular formula: C21H41N4O3S
Method: DFT, ωB97M-V/def2-TZVPD

Calculated values
molecular weight: 429.65 Da
charge: +1
HOMO (spin up / spin down): -10.589 / -11.195 eV
total energy: -1667.12848 Ha
multiplicity: 3

XYZ file:
```
70
Properties=species:S:1:pos:R:3:mulliken_charge:R:1
N 0.295 1.314 0.856 -0.4034
C 0.224 1.727 -0.408 -0.1611
C 1.064 0.987 -1.610 -0.1006
S 2.174 2.340 -2.329 0.1666
N 2.775 3.358 -1.025 -0.2932
C 4.035 2.955 -0.771 0.7416
O 4.950 2.210 -0.323 -0.3089
H 0.937 0.497 0.922 0.2054
H -0.405 2.634 -0.736 0.3223
H 0.309 0.678 -2.433 0.0454
H 1.656 0.077 -1.236 0.4826
H 1.350 3.180 -3.080 0.3150
C -2.118 -1.395 -7.408 -1.7791
C -1.131 -1.370 -6.211 1.8487
C -0.315 -2.683 -6.186 -1.2088
C -1.122 -3.888 -5.713 -0.5132
C -1.793 -3.604 -4.373 -1.1906
C -2.622 -2.300 -4.363 1.6664
N -1.880 -1.134 -4.936 0.1527
O -0.973 -0.715 -3.993 -0.4366
C -3.944 -2.510 -5.140 -1.6572
C -3.099 -2.045 -2.903 -1.7945
C -0.164 -0.202 -6.559 -1.8264
H -1.620 -1.124 -8.344 0.4806
H -2.552 -2.378 -7.590 0.3158
H -2.932 -0.676 -7.267 0.3560
H 0.555 -2.570 -5.526 0.3430
H 0.088 -2.895 -7.184 0.3386
H -1.870 -4.168 -6.460 0.3150
H -0.458 -4.752 -5.610 0.3814
H -2.428 -4.456 -4.106 0.3679
H -1.012 -3.556 -3.602 0.3289
H -4.493 -1.569 -5.245 0.3764
H -4.602 -3.208 -4.612 0.4480
H -3.807 -2.939 -6.130 0.2922
H -2.270 -2.000 -2.191 0.3246
H -3.753 -2.852 -2.560 0.4266
H -3.666 -1.110 -2.831 0.4393
H -0.700 0.753 -6.596 0.4478
H 0.300 -0.359 -7.537 0.4508
H 0.659 -0.107 -5.845 0.2794
C 3.314 1.425 6.049 -1.8833
C 2.179 0.760 5.227 1.9218
C 1.686 1.740 4.138 -1.1163
C 0.844 2.886 4.691 -0.6199
C -0.301 2.358 5.548 -1.2557
C 0.156 1.377 6.652 1.5728
N 1.080 0.317 6.142 0.3196
O 0.320 -0.603 5.461 -0.5273
C 0.842 2.158 7.799 -1.6834
C -1.115 0.787 7.328 -1.7428
C 2.886 -0.434 4.525 -1.8411
H 4.276 1.360 5.529 0.4746
H 3.156 2.490 6.221 0.3069
H 3.448 0.931 7.016 0.3756
H 1.087 1.200 3.394 0.2977
H 2.541 2.158 3.593 0.4298
H 1.465 3.576 5.270 0.3045
H 0.436 3.471 3.860 0.3836
H -0.832 3.207 5.995 0.3837
H -1.024 1.863 4.886 0.3951
H 1.277 1.475 8.536 0.3699
H 0.120 2.787 8.331 0.4512
H 1.621 2.840 7.462 0.2829
H -1.786 0.302 6.612 0.3516
H -1.702 1.574 7.811 0.4169
H -0.849 0.056 8.098 0.4418
H 3.262 -1.155 5.259 0.4510
H 3.741 -0.087 3.935 0.4118
H 2.231 -0.964 3.827 0.3417
```

The highest total energy belongs to which entry?
C21H41N5O5

Among the records above, which one has the highest charge?
C21H41N4O3S